1.
The following is a quantum chemistry calculation of C32H25BrN3O2PRuSbSe4 as an isolated structure at a distorted geometry, from OMol25.

The energy above the lowest of the compared OMol25 structures with the same formula, charge and spin is 1.4284 eV. The spin multiplicity is 6. The total energy is -391993.0475 eV. The strongest force on any atom comes out at 0.045 Eh/bohr. The gap between HOMO and LUMO (spin up / spin down) is 4.93 / 5.50 eV. Its net charge is -2. Its lowest unoccupied orbital energy (spin up / spin down) is 0.147 / 0.125 hartree.

XYZ file:
```
70
C32H25BrN3O2PRuSbSe4, DFT the ωB97M-V functional and the def2-TZVPD basis
Ru -0.15 0.85 -0.82
C -0.79 5.51 -1.56
C 0.23 4.48 -1.95
C 1.59 4.63 -1.72
C 2.47 3.63 -2.10
C 1.93 2.49 -2.67
Br 3.12 1.15 -3.30
N 0.64 2.28 -2.84
C -0.18 3.29 -2.53
H -0.32 6.46 -1.30
H -1.36 5.16 -0.70
H -1.50 5.69 -2.37
H 1.97 5.53 -1.25
H 3.53 3.71 -1.94
H -1.23 3.14 -2.77
Se -5.00 2.97 -2.65
Sb -4.59 0.57 -2.70
Se -2.16 0.62 -1.69
Se -4.47 -0.40 -4.93
Se -5.68 -0.80 -1.02
N 0.72 -0.69 -1.61
P 0.08 -1.88 -0.77
C 1.36 -3.15 -0.43
C 1.11 -4.52 -0.46
C 2.15 -5.42 -0.26
C 3.44 -4.96 -0.01
C 3.69 -3.60 0.01
C 2.66 -2.69 -0.22
C -1.30 -2.77 -1.53
C -1.47 -2.61 -2.90
C -2.53 -3.23 -3.55
C -3.43 -3.98 -2.82
C -3.26 -4.16 -1.46
C -2.19 -3.56 -0.81
C -0.50 -1.42 0.91
C 0.46 -1.29 1.92
C 0.11 -0.83 3.17
C -1.21 -0.49 3.44
C -2.18 -0.64 2.47
C -1.83 -1.11 1.21
H 0.11 -4.89 -0.65
H 1.95 -6.49 -0.29
H 4.24 -5.67 0.15
H 4.69 -3.23 0.19
H 2.86 -1.62 -0.22
H -0.79 -1.95 -3.44
H -2.68 -3.06 -4.60
H -4.30 -4.40 -3.32
H -4.00 -4.71 -0.88
H -2.06 -3.69 0.26
H 1.50 -1.53 1.71
H 0.87 -0.70 3.93
H -1.47 -0.09 4.42
H -3.21 -0.39 2.67
H -2.61 -1.25 0.47
O 3.45 0.65 1.19
C 2.43 1.30 1.42
N 1.37 1.52 0.52
C 0.38 2.22 1.17
O -0.74 2.40 0.49
C 0.74 2.54 2.50
C 0.10 3.19 3.57
C 0.77 3.28 4.77
C 2.07 2.72 4.93
C 2.71 2.09 3.89
C 2.05 1.98 2.66
H -0.89 3.60 3.44
H 0.30 3.78 5.61
H 2.56 2.79 5.90
H 3.69 1.66 4.01
```

***

2.
The following is a quantum chemistry calculation of C32H25Cl2GdN7OS2 as an isolated structure at a distorted geometry, from OMol25.

The energy above the lowest of the compared OMol25 structures with the same formula, charge and spin is 3.1680 eV. The spin multiplicity is 8. The total energy is -113608.0514 eV. The strongest force on any atom comes out at 0.065 Eh/bohr. The gap between HOMO and LUMO (spin up / spin down) is 4.31 / 5.15 eV. Its net charge is +1. Its lowest unoccupied orbital energy (spin up / spin down) is -0.130 / -0.222 hartree.

XYZ file:
```
70
C32H25Cl2GdN7OS2, DFT the ωB97M-V functional and the def2-TZVPD basis
Gd 0.61 -0.45 -0.88
C 3.54 3.05 -0.70
C 3.21 1.70 -0.48
N 1.97 1.45 -0.05
C 1.16 2.38 0.48
C 1.54 3.72 0.25
N 2.72 4.00 -0.34
C 0.01 1.96 1.21
C -0.92 2.85 1.80
C -2.02 2.32 2.42
C -2.29 0.95 2.34
C -1.36 0.11 1.72
N -0.27 0.66 1.15
C -1.49 -1.34 1.60
C -2.33 -2.09 2.40
N -2.40 -3.39 2.22
C -1.88 -4.00 1.15
C -0.96 -3.27 0.41
N -0.75 -1.97 0.65
C -3.02 3.32 2.90
C -2.74 4.60 3.30
C -3.76 5.50 3.56
N -5.03 5.16 3.57
C -5.35 3.88 3.35
C -4.38 2.96 2.93
H 4.52 3.35 -1.16
H 3.91 0.85 -0.65
H 1.00 4.58 0.72
H -0.75 3.92 1.70
H -3.16 0.49 2.76
H -2.89 -1.71 3.23
H -2.07 -5.06 1.06
H -0.40 -3.80 -0.42
H -1.72 5.00 3.42
H -3.55 6.54 3.73
H -6.42 3.68 3.32
H -4.76 2.00 2.63
Cl 0.30 -0.38 -6.35
C 1.69 0.37 -5.52
Cl 2.72 -0.54 -4.39
H 1.28 1.19 -4.99
H 2.35 0.76 -6.28
C 3.07 -2.10 2.97
C 3.86 -3.15 2.54
C 3.78 -3.50 1.18
C 3.00 -2.75 0.26
N 2.33 -1.73 0.78
C 2.43 -1.35 2.04
C 2.83 -3.08 -1.18
C 3.47 -4.19 -1.72
C 3.03 -4.70 -2.92
C 1.91 -4.16 -3.53
C 1.33 -3.00 -3.02
C 1.84 -2.42 -1.91
H 3.04 -1.79 4.04
H 4.53 -3.68 3.23
H 4.24 -4.42 0.84
H 1.98 -0.40 2.31
H 4.33 -4.48 -1.16
H 3.50 -5.52 -3.48
H 1.48 -4.62 -4.44
H 0.45 -2.64 -3.51
C -3.87 1.23 -3.14
O -2.46 1.75 -3.19
C -1.51 0.93 -2.70
S 0.04 1.65 -2.60
S -1.87 -0.66 -2.19
H -4.52 2.17 -3.26
H -4.01 0.85 -2.10
H -4.08 0.49 -3.90
```

***

3.
The following is a quantum chemistry calculation of C32H25CuGeN3O2 as an isolated structure at a distorted geometry, from OMol25.

The energy above the lowest of the compared OMol25 structures with the same formula, charge and spin is 1.9652 eV. The spin multiplicity is 2. The total energy is -143303.6552 eV. The strongest force on any atom comes out at 0.112 Eh/bohr. The gap between HOMO and LUMO (spin up / spin down) is 3.41 / 3.27 eV. Its net charge is -2. Its lowest unoccupied orbital energy (spin up / spin down) is 0.169 / 0.169 hartree.

XYZ file:
```
64
C32H25CuGeN3O2, DFT the ωB97M-V functional and the def2-TZVPD basis
Cu -1.41 -0.35 -1.36
O -2.61 5.10 -0.86
C -1.64 5.35 -1.79
C -0.82 6.50 -1.67
C 0.26 6.61 -2.45
C 0.45 5.79 -3.57
C -0.40 4.74 -3.80
C -1.32 4.42 -2.78
C -1.83 3.01 -2.58
O -2.86 2.85 -1.90
N -1.11 2.10 -3.26
N -1.21 0.84 -2.97
C -0.80 -0.04 -3.87
C -1.14 -1.41 -3.84
C -0.68 -2.30 -4.78
C -1.22 -3.58 -4.85
C -2.13 -3.97 -3.88
C -2.43 -3.06 -2.82
N -1.96 -1.82 -2.80
H -2.91 4.17 -1.10
H -1.06 7.29 -0.97
H 1.08 7.26 -2.15
H 1.33 6.01 -4.22
H -0.36 4.17 -4.71
H -0.23 0.26 -4.76
H 0.07 -1.93 -5.47
H -0.95 -4.31 -5.64
H -2.66 -4.92 -3.91
H -3.16 -3.29 -2.05
C -1.19 -0.66 0.34
Ge 0.11 -0.95 1.97
C -0.35 -0.85 3.82
C -1.69 -0.76 4.34
C -1.96 -1.10 5.65
C -0.89 -1.32 6.53
C 0.45 -1.24 6.06
C 0.73 -1.07 4.71
C 1.54 0.19 1.46
C 1.92 1.21 2.30
C 2.84 2.16 1.86
C 3.31 2.22 0.57
C 2.91 1.23 -0.30
C 2.06 0.20 0.13
C 0.75 -2.71 1.74
C 2.08 -3.00 1.54
C 2.50 -4.32 1.47
C 1.60 -5.38 1.65
C 0.27 -5.07 1.89
C -0.21 -3.78 1.85
H -2.53 -0.52 3.67
H -2.93 -1.33 6.04
H -1.00 -1.56 7.60
H 1.28 -1.34 6.75
H 1.75 -1.14 4.44
H 1.57 1.25 3.33
H 3.13 2.95 2.54
H 3.96 3.01 0.22
H 3.22 1.24 -1.34
H 1.88 -0.60 -0.56
H 2.82 -2.18 1.53
H 3.54 -4.46 1.19
H 1.95 -6.41 1.73
H -0.40 -5.89 2.15
H -1.28 -3.55 1.93
```

***

4.
The following is a quantum chemistry calculation of C32H25N8O5S2Ti as an isolated structure, from OMol25.

The energy above the lowest of the compared OMol25 structures with the same formula, charge and spin is 0.7574 eV. The total energy is -100537.9358 eV. The strongest force on any atom comes out at 0.012 Eh/bohr. The gap between HOMO and LUMO is 6.75 eV. Its net charge is -1. Its lowest unoccupied orbital energy is 0.058 hartree.

XYZ file:
```
73
C32H25N8O5S2Ti, DFT the ωB97M-V functional and the def2-TZVPD basis
Ti 0.09 0.91 0.63
O 6.31 4.89 -1.90
C 6.12 4.27 -0.71
O 7.07 4.06 0.00
C 4.72 3.89 -0.36
C 4.52 2.92 0.62
C 3.26 2.53 0.98
C 2.12 3.11 0.38
C 2.32 4.10 -0.59
C 3.61 4.48 -0.95
N 0.88 2.67 0.80
C -0.31 2.99 0.11
C -1.51 2.77 0.85
C -2.75 3.38 0.54
C -3.85 3.05 1.27
C -3.76 2.09 2.31
C -2.54 1.51 2.54
N -1.44 1.83 1.85
H 5.49 4.86 -2.41
H 5.39 2.47 1.08
H 3.10 1.76 1.73
H 1.49 4.60 -1.05
H 3.71 5.28 -1.67
H -0.35 3.67 -0.73
H -2.79 4.12 -0.24
H -4.80 3.53 1.06
H -4.62 1.81 2.89
H -2.42 0.75 3.30
O -4.83 -2.27 -4.68
S -4.70 -3.62 -5.20
O -3.36 -4.17 -5.10
O -5.64 -4.79 -3.79
C -5.58 -4.53 -2.54
N -6.46 -5.17 -1.72
C -6.33 -4.93 -0.43
C -5.39 -4.06 0.12
C -4.54 -3.47 -0.80
N -4.62 -3.70 -2.10
C -3.50 -2.48 -0.42
C -2.82 -2.53 0.79
C -1.84 -1.59 1.05
N -1.52 -0.63 0.19
C -2.17 -0.58 -0.99
C -3.15 -1.49 -1.34
H -7.03 -5.45 0.22
H -5.33 -3.87 1.18
H -3.00 -3.33 1.50
H -1.26 -1.65 1.97
H -1.88 0.21 -1.67
H -3.63 -1.47 -2.31
S 0.32 -4.39 1.68
C -0.46 -4.58 0.22
N -0.10 -3.78 -0.84
C -0.70 -3.82 -2.05
C -1.70 -4.71 -2.28
C -2.02 -5.54 -1.18
N -1.45 -5.49 0.00
H 0.65 -3.13 -0.67
H -0.34 -3.11 -2.78
H -2.24 -4.73 -3.21
H -2.82 -6.27 -1.29
N 1.24 -0.11 -0.10
C 1.92 -1.08 -0.80
C 2.74 -2.02 -0.14
C 3.39 -3.01 -0.86
C 3.25 -3.10 -2.24
C 2.44 -2.17 -2.90
C 1.79 -1.18 -2.19
H 2.82 -1.97 0.93
H 3.99 -3.73 -0.33
H 3.75 -3.88 -2.79
H 2.32 -2.23 -3.97
H 1.16 -0.45 -2.70
```

***

> Which value of strongest force on any atom does entry 1 give?

0.045 Eh/bohr

***

Copy entry 3 word for word.
The following is a quantum chemistry calculation of C32H25CuGeN3O2 as an isolated structure at a distorted geometry, from OMol25.

The energy above the lowest of the compared OMol25 structures with the same formula, charge and spin is 1.9652 eV. The spin multiplicity is 2. The total energy is -143303.6552 eV. The strongest force on any atom comes out at 0.112 Eh/bohr. The gap between HOMO and LUMO (spin up / spin down) is 3.41 / 3.27 eV. Its net charge is -2. Its lowest unoccupied orbital energy (spin up / spin down) is 0.169 / 0.169 hartree.

XYZ file:
```
64
C32H25CuGeN3O2, DFT the ωB97M-V functional and the def2-TZVPD basis
Cu -1.41 -0.35 -1.36
O -2.61 5.10 -0.86
C -1.64 5.35 -1.79
C -0.82 6.50 -1.67
C 0.26 6.61 -2.45
C 0.45 5.79 -3.57
C -0.40 4.74 -3.80
C -1.32 4.42 -2.78
C -1.83 3.01 -2.58
O -2.86 2.85 -1.90
N -1.11 2.10 -3.26
N -1.21 0.84 -2.97
C -0.80 -0.04 -3.87
C -1.14 -1.41 -3.84
C -0.68 -2.30 -4.78
C -1.22 -3.58 -4.85
C -2.13 -3.97 -3.88
C -2.43 -3.06 -2.82
N -1.96 -1.82 -2.80
H -2.91 4.17 -1.10
H -1.06 7.29 -0.97
H 1.08 7.26 -2.15
H 1.33 6.01 -4.22
H -0.36 4.17 -4.71
H -0.23 0.26 -4.76
H 0.07 -1.93 -5.47
H -0.95 -4.31 -5.64
H -2.66 -4.92 -3.91
H -3.16 -3.29 -2.05
C -1.19 -0.66 0.34
Ge 0.11 -0.95 1.97
C -0.35 -0.85 3.82
C -1.69 -0.76 4.34
C -1.96 -1.10 5.65
C -0.89 -1.32 6.53
C 0.45 -1.24 6.06
C 0.73 -1.07 4.71
C 1.54 0.19 1.46
C 1.92 1.21 2.30
C 2.84 2.16 1.86
C 3.31 2.22 0.57
C 2.91 1.23 -0.30
C 2.06 0.20 0.13
C 0.75 -2.71 1.74
C 2.08 -3.00 1.54
C 2.50 -4.32 1.47
C 1.60 -5.38 1.65
C 0.27 -5.07 1.89
C -0.21 -3.78 1.85
H -2.53 -0.52 3.67
H -2.93 -1.33 6.04
H -1.00 -1.56 7.60
H 1.28 -1.34 6.75
H 1.75 -1.14 4.44
H 1.57 1.25 3.33
H 3.13 2.95 2.54
H 3.96 3.01 0.22
H 3.22 1.24 -1.34
H 1.88 -0.60 -0.56
H 2.82 -2.18 1.53
H 3.54 -4.46 1.19
H 1.95 -6.41 1.73
H -0.40 -5.89 2.15
H -1.28 -3.55 1.93
```

***

> Which of these has the highest strongest force on any atom?

C32H25CuGeN3O2